No. 1
# C40H49Br2F33IN4O6

5 unconnected molecules or ions with the total composition C40H49Br2F33IN4O6 at a distorted geometry (the ωB97M-V functional and the def2-TZVPD basis, the OMol25 dataset).

Each line ends with the Mulliken charge.
Cartesian coordinates (Å):
1 C 1.8751 0.4999 4.1191  -0.952
2 C 1.8572 -1.1476 4.0829  -0.591
3 C 2.3829 -1.6988 2.6402  -0.972
4 N 1.5047 -0.9222 1.6946  0.149
5 C 1.5872 -1.3163 0.2671  0.126
6 C 0.1677 -1.8295 -0.4224  -0.341
7 C -0.9353 -0.5737 -0.4949  -0.037
8 C -2.4007 -1.3308 -0.7735  -0.639
9 C -2.9672 -1.7912 0.6943  -0.424
10 N -3.0712 -3.2866 0.8986  0.924
11 C -2.9619 -3.7694 2.3368  -0.498
12 C -3.1391 -5.3965 2.4662  -0.565
13 C -3.3407 -5.7954 0.8842  -0.568
14 C -3.2722 -4.4419 -0.0568  -0.344
15 C 2.8465 -2.3242 0.0793  -1.694
16 I 4.6053 -1.0422 -0.1352  0.328
17 N 2.9366 -3.5197 1.0357  0.854
18 C 4.3083 -4.1023 0.8589  -0.457
19 C 4.6875 -4.5818 -0.7009  -0.637
20 C 3.8099 -5.8693 -1.2121  -0.197
21 F 3.9833 -7.1045 -0.4137  -0.301
22 C 2.3368 -3.3617 2.3896  0.297
23 O 0.8495 -3.5913 2.3421  0.277
24 N 0.5081 -4.8579 2.1619  -0.073
25 O -0.1525 -5.0661 1.1634  -0.207
26 C 2.8624 -4.0222 3.7310  -0.761
27 Br 1.4281 -4.2077 5.2147  0.002
28 C 3.5838 -5.4498 3.8845  -0.635
29 C 2.9319 -6.7413 3.1183  -0.639
30 Br 5.6314 -5.3979 3.8158  -0.110
31 H 2.0089 0.7974 5.2671  0.342
32 H 2.7357 0.9931 3.4982  0.241
33 H 0.8010 0.8870 3.8220  0.228
34 H 0.7529 -1.4993 4.2435  0.249
35 H 2.5523 -1.5010 4.9858  0.387
36 H 3.5222 -1.4343 2.6273  0.331
37 H 0.5259 -0.9524 2.0655  0.337
38 H 1.8652 -0.3283 -0.3468  0.438
39 H -0.3667 -2.6659 0.1946  -0.229
40 H 0.4027 -2.1348 -1.5283  0.402
41 H -0.9701 0.0355 0.5308  0.241
42 H -0.6843 0.1630 -1.3719  -0.223
43 H -2.1454 -2.2716 -1.4321  0.255
44 H -3.1378 -0.6321 -1.3674  0.303
45 H -2.3493 -1.3134 1.5907  0.365
46 H -4.0730 -1.3545 0.7804  0.070
47 H -2.8150 -3.1176 3.3158  0.289
48 H -3.1450 -6.1036 3.4191  0.310
49 H -3.5239 -6.8871 0.4860  0.309
50 H -3.3553 -4.3004 -1.2189  0.294
51 H 2.6701 -2.7573 -1.0241  0.613
52 H 2.3362 -4.2374 0.5125  0.604
53 H 5.1838 -3.5888 1.4199  0.534
54 H 4.2469 -5.2145 1.2936  0.077
55 H 5.8231 -4.9400 -0.6589  0.390
56 H 4.6146 -3.7473 -1.4978  0.275
57 H 2.6550 -5.6250 -1.3489  0.183
58 H 4.1958 -6.1280 -2.3114  0.350
59 H 3.6264 -3.2504 4.2387  0.545
60 H 3.4978 -5.7824 5.0350  0.587
61 H 3.5968 -7.7050 3.2068  0.342
62 H 1.8985 -7.0003 3.6575  0.260
63 H 2.6658 -6.5655 1.9852  0.100
64 C 0.8118 4.0172 -4.1125  -0.426
65 C 0.1076 5.3683 -4.3123  0.686
66 C -0.7508 5.8263 -3.1372  0.564
67 F -1.7599 4.9687 -2.8696  -0.203
68 F -1.3319 7.0265 -3.4113  -0.332
69 F -0.6092 5.3312 -5.4671  -0.308
70 F 1.0869 6.3065 -4.5157  -0.312
71 O 0.1648 2.8783 -4.6867  -0.383
72 C -0.8648 2.2940 -3.8910  0.773
73 C -2.2507 2.3962 -4.5414  0.095
74 F -2.5993 3.6862 -4.7764  -0.217
75 F -3.2111 1.8760 -3.7319  -0.243
76 F -0.8234 2.8272 -2.6462  -0.188
77 F -0.5216 0.9851 -3.7466  -0.309
78 H 1.7666 4.0832 -4.6481  0.208
79 H 1.0970 3.8433 -3.0677  0.321
80 H -0.1492 5.9515 -2.2326  0.146
81 H -2.2764 1.8614 -5.4953  0.263
82 C 6.4263 1.1134 -4.1124  -0.718
83 C 6.5126 1.9755 -2.8434  0.850
84 C 5.1722 2.2878 -2.1853  0.451
85 F 4.3478 2.9846 -2.9978  -0.167
86 F 5.3537 3.0554 -1.0758  -0.281
87 F 7.2063 3.1112 -3.1221  -0.277
88 F 7.2805 1.2864 -1.9400  -0.300
89 O 6.4578 1.8182 -5.3565  -0.403
90 C 5.2041 2.3353 -5.7985  0.706
91 C 5.1796 3.8683 -5.8580  0.184
92 F 5.4446 4.4204 -4.6473  -0.205
93 F 3.9550 4.3243 -6.2328  -0.218
94 F 4.2135 1.8193 -5.0317  -0.226
95 F 5.0134 1.8250 -7.0455  -0.306
96 H 7.3323 0.4957 -4.1296  0.452
97 H 5.6034 0.3891 -4.0722  0.335
98 H 4.6624 1.3725 -1.8718  -0.215
99 H 5.9207 4.2447 -6.5691  0.255
100 C -0.5190 7.7979 1.2361  -0.939
101 C 0.0505 6.4816 0.6845  0.887
102 C -0.8291 5.2556 0.9098  0.163
103 F -1.0321 4.9994 2.2207  -0.245
104 F -0.2392 4.1442 0.3902  -0.216
105 F 1.3019 6.2938 1.1818  -0.286
106 F 0.2116 6.6477 -0.6672  -0.419
107 O -0.0326 8.2071 2.5173  -0.402
108 C -0.6929 7.6216 3.6378  0.742
109 C 0.2318 6.7264 4.4732  0.191
110 F 0.7527 5.7158 3.7329  -0.196
111 F -0.4447 6.1465 5.5000  -0.255
112 F -1.8085 6.9806 3.2133  -0.268
113 F -1.1287 8.6644 4.3957  -0.291
114 H -0.1842 8.5897 0.5552  0.495
115 H -1.6139 7.8366 1.1817  0.348
116 H -1.8008 5.3705 0.4215  0.315
117 H 1.0635 7.3023 4.8894  0.240
118 C -8.5828 -2.6194 2.0685  -0.765
119 C -7.9549 -3.2639 0.8229  0.850
120 C -6.7259 -2.5440 0.2762  0.442
121 F -6.9987 -1.2793 -0.1130  -0.225
122 F -6.2471 -3.1874 -0.8238  -0.298
123 F -8.9107 -3.4115 -0.1328  -0.282
124 F -7.5828 -4.5367 1.1723  -0.321
125 O -9.7069 -1.7659 1.8377  -0.409
126 C -9.3910 -0.4215 1.4808  0.738
127 C -9.8503 -0.0581 0.0626  0.202
128 F -9.2893 -0.8700 -0.8685  -0.199
129 F -9.4865 1.2115 -0.2598  -0.254
130 F -8.0684 -0.2060 1.6806  -0.264
131 F -10.0366 0.3623 2.3866  -0.293
132 H -8.9876 -3.4410 2.6717  0.460
133 H -7.8357 -2.1469 2.7180  0.339
134 H -5.9216 -2.5161 1.0166  -0.001
135 H -10.9371 -0.1399 -0.0304  0.248

Force components x, y, z for each atom (eV/Å):
-0.582 -0.176 1.150
0.506 0.233 0.571
-0.605 0.770 1.306
0.526 -1.759 0.298
-0.428 0.595 -1.009
-0.104 1.131 0.459
-0.184 -0.644 -0.262
1.310 0.225 0.446
-1.507 0.891 -0.599
0.469 -3.456 2.548
-0.752 -4.334 -0.859
-0.120 4.283 -5.356
0.508 3.937 0.830
0.194 -1.772 4.817
-2.258 1.481 -2.862
-0.287 -0.634 0.366
-0.409 -1.313 -2.593
2.287 -4.475 -0.032
0.414 -0.664 0.508
0.184 -0.048 -1.440
-0.388 3.007 -1.257
-2.556 2.867 3.351
2.045 3.213 -1.712
-1.418 -4.209 -2.307
1.617 1.354 2.577
2.684 -0.283 1.880
0.783 0.365 -1.421
-0.849 -2.248 1.658
-0.751 -0.260 -0.053
-1.316 0.214 -0.435
-0.215 -0.566 -2.576
-1.805 -1.038 1.091
2.449 -0.560 0.302
2.182 0.491 -0.140
-1.693 0.509 -2.118
-1.998 -0.308 -0.488
1.236 -0.058 -0.621
-0.476 -2.291 1.079
1.300 1.277 -1.247
-0.526 0.326 2.093
0.078 -1.307 -2.284
-0.357 -1.444 1.780
-0.728 1.828 1.279
1.427 -1.452 1.423
-1.205 -1.252 -2.028
2.368 -0.810 -0.085
-0.363 -0.982 -2.816
0.039 1.929 -2.396
0.443 2.644 0.753
0.102 -0.268 2.818
0.684 0.644 2.695
0.629 0.928 0.968
-1.989 -0.437 -1.096
0.102 2.616 -0.343
-2.502 0.885 0.074
0.085 -1.426 1.327
2.252 -0.710 0.710
-0.791 0.483 2.531
-1.787 -1.670 -1.318
0.143 1.216 -2.774
-1.100 2.163 -0.152
2.262 0.764 -1.159
0.708 -0.314 2.175
1.100 -0.253 -0.203
-0.043 -0.249 -1.001
-0.076 0.830 0.318
-0.032 0.345 0.049
0.232 -0.097 -0.171
0.032 0.040 0.422
-0.273 -0.220 0.554
-1.731 -0.120 1.150
2.136 0.682 0.010
-0.862 0.356 -0.541
0.326 -0.668 -0.022
0.516 -0.121 0.140
-0.405 -0.864 -0.292
-0.490 0.135 -0.218
-0.329 0.068 -0.107
-0.320 0.165 -0.170
-0.104 -0.346 -0.786
0.226 -0.048 0.117
0.603 -0.777 -0.509
0.885 0.558 -0.735
-0.425 0.597 0.822
0.171 -0.157 0.535
0.240 -0.285 -0.164
-0.492 -0.355 0.236
-0.605 -0.143 0.086
-1.635 0.873 0.413
0.786 -1.919 0.013
0.100 1.014 0.018
0.067 -0.301 -0.486
0.144 -0.548 0.015
-0.068 0.380 -0.744
0.090 0.713 0.481
-0.040 0.365 0.042
0.008 0.377 0.109
0.080 -0.073 -0.148
-0.025 -0.266 -0.017
-0.073 1.095 -0.314
0.883 0.571 0.774
-0.334 -0.892 -0.124
0.125 -0.180 -0.612
0.190 0.207 -0.190
-0.497 -0.198 -0.174
-0.217 0.081 0.730
-0.684 -1.569 0.850
-0.716 1.485 -1.395
0.569 -0.509 0.517
-0.052 0.463 0.159
-0.149 0.403 -0.364
0.310 0.267 0.814
0.535 -0.713 -0.015
0.170 -0.261 0.164
0.266 -0.292 0.087
0.032 0.171 -0.039
-0.176 0.160 -0.119
-0.450 -0.361 0.937
-1.049 -0.360 -0.087
0.745 -0.130 -0.639
0.322 -0.418 -0.096
-0.187 -0.116 0.202
0.483 0.182 0.143
0.353 0.553 0.013
1.006 1.301 -1.030
0.147 -1.121 1.807
-0.274 0.151 -0.936
-0.337 0.172 0.438
0.024 -0.251 0.509
-0.664 0.573 -0.107
0.056 -0.165 -0.805
-0.031 0.086 -0.360
-0.050 -0.018 -0.396
-0.114 -0.129 0.162
0.075 -0.033 0.255

Properties
Spin multiplicity = 1
F_max = 6.9 eV Å⁻¹
Total charge = +1
Frontier orbital gap = 0.2314 Ha
Lowest unoccupied orbital energy = -3.633 eV

No. 2
# C40H49FN8NaO4

A molecular structure, C40H49FN8NaO4 (the ωB97M-V functional and the def2-TZVPD basis, the OMol25 dataset).

Each line ends with the Mulliken charge.
Cartesian coordinates (Å):
1 Na 0.2858 2.2374 -1.0771  0.917
2 C 2.8698 -3.2904 3.6318  -0.972
3 C 3.7671 -2.8813 2.4733  -1.057
4 N 3.0341 -2.1772 1.4239  0.240
5 C 3.0230 -0.8153 1.4321  -0.331
6 C 2.2838 -0.0257 0.6189  -0.043
7 C 2.3733 1.4807 0.8677  -0.037
8 O 3.4992 1.9658 0.9451  -0.742
9 O 1.2534 2.0632 1.0454  -0.862
10 C 1.4653 -0.6367 -0.3952  1.788
11 O 0.7673 -0.0379 -1.2089  -1.065
12 C 1.5115 -2.1135 -0.4265  0.708
13 C 0.7861 -2.7719 -1.4167  -0.454
14 C 0.7970 -4.1354 -1.4702  0.486
15 F 0.1267 -4.7737 -2.4594  -0.488
16 C 1.4852 -4.9005 -0.5296  -2.048
17 C 2.2193 -4.2541 0.4448  -0.433
18 C 2.2679 -2.8537 0.4951  0.221
19 N 1.4730 -6.3325 -0.5494  0.712
20 C 0.1739 -6.9850 -0.6679  -0.351
21 C 0.3942 -8.4998 -0.5159  -0.800
22 N 1.7157 -8.7056 0.1654  -0.129
23 C 2.8555 -8.2955 -0.7334  -0.862
24 C 2.4559 -6.9766 -1.4106  -0.511
25 H 3.4464 -3.8155 4.3937  0.417
26 H 2.0615 -3.9426 3.2975  0.268
27 H 2.4198 -2.4107 4.0926  0.305
28 H 4.2739 -3.7417 2.0347  0.438
29 H 4.5513 -2.2087 2.8162  0.481
30 H 3.6750 -0.3530 2.1632  0.480
31 H 0.2291 -2.1882 -2.1374  0.622
32 H 2.7370 -4.8565 1.1777  0.370
33 H -0.3219 -6.8067 -1.6250  0.426
34 H -0.4745 -6.6066 0.1226  0.221
35 H 0.4652 -9.0111 -1.4741  0.336
36 H -0.3816 -8.9764 0.0781  0.430
37 H 1.8286 -9.6689 0.4764  0.317
38 H 1.7411 -8.0916 0.9821  0.384
39 H 3.0253 -9.1071 -1.4380  0.382
40 H 3.7298 -8.1816 -0.0958  0.403
41 H 2.0600 -7.1611 -2.4174  0.342
42 H 3.3304 -6.3397 -1.5149  0.416
43 C -2.3786 3.9958 -3.0902  -1.632
44 C -2.1288 5.0058 -2.0059  1.510
45 C -1.9733 6.3560 -2.2943  -0.754
46 C -1.7261 7.2760 -1.2866  -1.156
47 C -1.6387 6.8513 0.0313  -0.918
48 C -1.7900 5.5093 0.3588  1.265
49 C -1.6898 5.0269 1.7791  -1.602
50 C -2.0282 4.6036 -0.6772  -0.712
51 N -2.0375 3.2170 -0.3562  1.016
52 C -3.1251 2.6421 -0.0552  0.352
53 C -4.4819 3.2884 -0.0491  -1.860
54 C -3.0503 1.1938 0.3617  1.004
55 C -4.0904 0.7316 1.3481  -1.906
56 N -2.1263 0.4812 -0.1330  0.250
57 C -1.9772 -0.8659 0.2702  -0.083
58 C -1.3489 -1.1765 1.4828  1.337
59 C -0.8694 -0.0874 2.3996  -1.092
60 C -1.1974 -2.5168 1.8180  -0.753
61 C -1.6701 -3.5251 0.9899  -1.143
62 C -2.2752 -3.1971 -0.2121  -0.848
63 C -2.4187 -1.8678 -0.5982  0.905
64 C -3.0471 -1.4987 -1.9120  -1.999
65 H -2.1018 4.3913 -4.0648  0.462
66 H -3.4341 3.7087 -3.1184  0.380
67 H -1.8009 3.0848 -2.9219  0.144
68 H -2.0286 6.6800 -3.3266  0.428
69 H -1.6055 8.3251 -1.5260  0.449
70 H -1.4502 7.5692 0.8215  0.443
71 H -1.3547 5.8286 2.4359  0.437
72 H -0.9876 4.1955 1.8621  0.176
73 H -2.6582 4.6768 2.1485  0.320
74 H -4.4414 4.2841 -0.4837  0.445
75 H -4.8705 3.3692 0.9680  0.390
76 H -5.1895 2.6789 -0.6150  0.416
77 H -4.1238 1.4063 2.2058  0.407
78 H -3.8862 -0.2776 1.6958  0.390
79 H -5.0815 0.7483 0.8906  0.465
80 H -1.7047 0.4811 2.8160  0.316
81 H -0.2237 0.6241 1.8802  -0.015
82 H -0.3174 -0.5183 3.2357  0.371
83 H -0.7202 -2.7667 2.7597  0.457
84 H -1.5719 -4.5622 1.2904  0.490
85 H -2.6376 -3.9741 -0.8767  0.450
86 H -3.0905 -2.3596 -2.5788  0.481
87 H -2.4818 -0.7018 -2.3977  0.371
88 H -4.0669 -1.1290 -1.7782  0.361
89 C 2.7502 7.3097 0.0918  -1.208
90 N 2.1275 6.3224 -0.7530  0.204
91 C 1.8645 6.4600 -2.1629  -0.439
92 C 1.1795 5.1268 -2.4561  0.026
93 O 0.8936 4.7483 -3.5721  -0.718
94 N 0.9870 4.4366 -1.2947  0.175
95 C 1.6009 5.1524 -0.3359  -0.359
96 N 1.6692 4.7795 0.9367  -0.034
97 H 3.0926 8.1334 -0.5296  0.379
98 H 3.6232 6.9035 0.6094  0.370
99 H 2.0504 7.7083 0.8317  0.350
100 H 2.7694 6.5692 -2.7616  0.397
101 H 1.1813 7.2853 -2.3785  0.304
102 H 1.5179 3.7704 1.1321  0.137
103 H 2.3102 5.2709 1.5360  0.278

Force components x, y, z for each atom (eV/Å):
-0.383 -0.185 0.236
-0.004 -0.006 0.019
-0.001 0.003 -0.017
-0.012 -0.070 -0.017
-0.005 0.032 -0.015
0.042 -0.018 0.069
0.008 -0.105 0.217
-0.026 0.059 0.046
0.064 -0.099 -0.373
0.024 -0.126 0.278
-0.074 0.409 -0.273
0.112 -0.058 -0.038
-0.019 -0.044 -0.044
0.023 0.041 -0.033
-0.013 -0.023 -0.003
-0.009 0.029 0.035
-0.028 -0.006 0.053
-0.030 0.096 -0.012
0.108 -0.038 0.062
-0.042 -0.005 0.042
0.015 -0.010 -0.004
0.003 -0.006 0.008
-0.011 -0.007 0.020
-0.057 0.003 -0.092
0.001 -0.003 -0.005
-0.001 -0.001 0.000
0.005 0.004 -0.007
0.005 0.002 -0.005
-0.008 0.003 0.014
-0.003 -0.004 0.004
0.006 0.023 0.016
-0.009 -0.030 -0.020
0.003 0.019 -0.010
0.008 0.000 0.010
-0.011 0.008 -0.006
0.002 0.002 0.005
0.004 0.000 0.001
-0.009 0.011 -0.005
-0.003 0.011 -0.015
0.005 -0.009 -0.005
0.014 0.011 -0.004
0.007 -0.002 0.018
-0.010 -0.003 0.033
0.028 -0.014 -0.054
0.009 0.046 0.007
-0.007 -0.005 -0.043
-0.009 -0.042 0.027
0.014 0.050 -0.025
0.004 0.007 0.004
0.055 -0.048 0.121
-0.062 0.036 -0.069
0.031 -0.035 -0.030
-0.026 0.022 0.010
0.022 -0.028 -0.003
0.015 -0.005 -0.013
0.021 0.049 0.097
-0.025 -0.024 -0.066
-0.026 0.060 -0.028
0.030 -0.045 -0.002
-0.006 -0.069 0.014
0.033 0.016 0.036
0.011 0.056 -0.064
0.008 -0.058 0.010
-0.018 -0.001 -0.004
0.003 0.028 0.008
0.007 -0.032 -0.018
-0.005 0.022 -0.030
0.002 0.007 0.000
-0.001 -0.004 -0.011
-0.001 -0.006 0.003
-0.001 0.002 -0.009
-0.004 -0.006 -0.003
0.004 -0.006 0.002
0.006 -0.002 0.001
0.005 -0.002 0.000
0.001 0.005 0.001
0.005 -0.004 0.004
-0.005 -0.008 -0.005
0.003 0.011 -0.003
-0.015 -0.007 0.010
-0.002 0.023 0.002
0.010 0.027 0.004
-0.002 0.003 -0.003
0.002 0.000 0.000
0.002 -0.009 0.009
-0.008 -0.006 0.011
0.016 -0.004 -0.003
0.006 0.013 0.003
-0.002 0.026 0.027
0.056 -0.053 0.049
-0.097 0.060 -0.016
0.034 -0.027 -0.371
-0.238 -0.056 -0.147
0.638 0.144 0.501
-0.197 0.139 -0.180
-0.032 -0.189 0.122
-0.005 -0.001 -0.004
-0.005 -0.007 -0.005
-0.001 -0.002 -0.001
0.017 -0.006 0.025
0.006 0.002 -0.029
0.008 0.075 -0.055
-0.004 -0.024 0.003

Properties
Spin multiplicity = 1
F_max = 0.8 eV Å⁻¹
Total charge = +1
ΔE to the lowest compared entry with this formula, charge and spin = 0.0 kcal/mol
Frontier orbital gap = 0.2406 Ha
Lowest unoccupied orbital energy = -3.084 eV

- Which value of lowest unoccupied orbital energy does entry 2 give?
  -3.084 eV

- Which of these has the lowest frontier orbital gap?
  C40H49Br2F33IN4O6

- Number 1 is which compound?
  C40H49Br2F33IN4O6